No. 1
Molecular formula: H16O8
Method: DFT, wB97M-V/def2-TZVPD

```
24
Properties=species:S:1:pos:R:3:forces:R:3
O -3.668355 0.032579 -0.160552 -0.3197 0.2413 -0.1085
H -3.332175 -0.182471 0.709488 0.3736 -0.0082 0.1352
H -4.230255 -0.707471 -0.390392 -0.0774 -0.2197 -0.1275
O 1.660635 0.578809 -1.765582 -0.0729 0.3443 0.8095
H 1.353435 -0.003971 -2.460012 -0.3033 -0.6668 -0.4906
H 2.208005 1.221719 -2.216472 0.3438 0.2588 -0.5219
O -0.507745 0.118759 0.302208 -0.5687 0.1451 0.6345
H -0.088505 0.731099 -0.302372 0.2778 0.2489 -0.3736
H -0.212205 -0.744451 0.012808 0.2426 -0.4800 -0.1065
O 0.040915 3.468059 1.141628 -0.2562 0.5810 -0.5628
H 0.183605 2.693799 1.686048 0.1754 -0.3939 0.3841
H 0.300825 4.203119 1.696938 0.0648 0.0803 0.1144
O 0.020125 1.216109 2.839478 0.0866 0.3100 0.6873
H -0.110545 0.677449 3.619868 0.0855 -0.0103 0.2005
H -0.477255 0.770089 2.153968 -0.0577 -0.5051 -0.9245
O -1.221625 -3.742111 -2.222062 -0.8307 -0.3606 -0.4515
H -0.662425 -3.690981 -2.997262 0.2277 0.0918 -0.1836
H -0.797275 -3.170791 -1.581952 0.4341 0.1176 0.3657
O 0.414015 -3.415261 -0.049212 -0.1941 0.6132 0.0863
H 1.346925 -3.629501 -0.044422 0.6048 0.0490 -0.1383
H 0.013535 -4.074291 0.517828 -0.3127 -0.3595 0.2668
O 2.819905 2.474889 0.142478 0.6148 0.1939 0.1856
H 2.380935 1.844569 -0.428682 -0.2888 -0.4471 0.0844
H 2.565515 3.330249 -0.203772 -0.2493 0.1761 0.0348
```
Positions in Å, forces in eV/Å.

Values from the calculation:
* energy relative to the best compared isomer or geometry (same formula, charge and spin): 69.8 kJ/mol
* gap between HOMO and LUMO (alpha / beta): 2.7 / 10.7 eV
* charge: -1
* E_tot: -16639.205 eV
* 2S+1: 2
* HOMO level (alpha / beta): 0.459 / -7.588 eV

Mulliken atomic charge list, values in e, 4 entries:
1. O -0.722
2. H 0.330
3. H 0.339
4. O -1.162

No. 2
Molecular formula: C3H6O2S
Method: DFT, wB97M-V/def2-TZVPD

```
12
Properties=species:S:1:pos:R:3:forces:R:3
C 1.463301 0.205089 0.530325 1.4242 2.3579 3.1450
O 0.870294 -1.039095 0.248593 -2.9585 0.5849 0.3125
C -0.713260 -1.078783 0.304060 1.6727 -3.4990 -1.3896
O -1.302482 -0.631925 -0.853798 1.1728 2.5626 0.1174
C -1.105020 0.757824 -1.041370 1.3913 -1.1324 5.2458
S -1.428815 1.201196 -2.443274 -0.9662 2.7552 -4.6983
H 1.376814 1.035885 -0.260275 -0.1184 -1.4168 0.9877
H 1.028157 0.666297 1.647081 1.0238 -1.0809 -3.1396
H 2.663035 0.151868 0.758843 -3.0134 -0.5585 -0.7378
H -0.951229 -2.238169 0.142758 0.8711 2.4526 1.5263
H -1.270080 -0.523317 1.058210 1.2133 -0.3381 1.2110
H -0.630716 1.493131 -0.091153 -1.7128 -2.6875 -2.5804
```
Positions in Å, forces in eV/Å.

Values from the calculation:
* energy relative to the best compared isomer or geometry (same formula, charge and spin): 456.1 kJ/mol
* SMILES: COCOC=S
* gap between HOMO and LUMO: 9.3 eV
* charge: 0
* E_tot: -18134.220 eV
* 2S+1: 1
* HOMO level: -9.192 eV

Mulliken atomic charge list, values in e, 4 entries:
1. C -0.518
2. O -0.350
3. C -0.193
4. O -0.271

No. 3
Molecular formula: C4H10O2
Method: DFT, wB97M-V/def2-TZVPD

```
16
Properties=species:S:1:pos:R:3:forces:R:3
C -2.345901 -0.892257 0.088959 0.3205 0.1628 0.1611
C -1.253556 -0.040700 -0.578548 0.2300 0.1674 -0.2931
O -0.277507 0.497296 0.347654 1.3095 0.5743 -1.0050
C 1.379136 0.990582 -0.348898 -1.7363 -0.0002 0.2868
C 2.340747 0.305617 0.595800 -0.8861 0.0853 -0.0651
O 1.599646 -0.871310 0.716785 -0.4383 -0.5632 1.0330
H -1.916046 -1.762721 0.592566 -0.0008 0.1196 -0.0313
H -3.056077 -1.265308 -0.667878 0.3645 0.2363 0.1402
H -2.917245 -0.315436 0.822211 0.1343 -0.0225 -0.0810
H -1.727807 0.798014 -1.104978 0.1597 -0.0950 0.0802
H -0.724561 -0.651806 -1.316515 -0.0506 -0.0089 -0.0180
H 1.109289 2.023526 -0.257961 0.2933 0.5357 -0.2816
H 1.429794 0.553870 -1.352426 -0.4333 0.2306 0.3432
H 2.478855 0.862999 1.543788 -0.1942 -0.1710 -0.2189
H 3.374093 0.171753 0.174964 -0.9916 -0.0170 -0.0572
H 0.517610 -0.408606 0.752401 1.9195 -1.2341 0.0066
```
Positions in Å, forces in eV/Å.

Values from the calculation:
* energy relative to the best compared isomer or geometry (same formula, charge and spin): 344.1 kJ/mol
* gap between HOMO and LUMO: 9.9 eV
* charge: 0
* E_tot: -8401.981 eV
* 2S+1: 1
* HOMO level: -9.254 eV

Mulliken atomic charge list, values in e, 4 entries:
1. C -1.112
2. C -0.168
3. O -0.533
4. C -0.284

No. 4
Molecular formula: C2H9NO
Method: DFT, wB97M-V/def2-TZVPD

```
13
Properties=species:S:1:pos:R:3:forces:R:3
C 0.970692 -0.831079 0.736548 -1.4068 -0.9746 0.9626
C -0.105439 -1.239540 -0.274318 -1.1944 0.3195 -0.8724
N -0.486202 -0.093716 -1.132045 0.1089 -0.3166 0.4806
H 0.566308 -0.055624 1.377811 -0.3048 0.0614 0.3929
H 1.123304 -1.752246 1.338559 0.4826 0.6373 0.0146
H 1.891802 -0.365634 0.403413 0.1364 -0.5458 -0.7679
H 0.180514 -2.125810 -0.836704 0.5642 0.1215 -0.4573
H -1.106044 -1.616961 0.102621 1.3164 0.4419 0.8424
H 0.094748 0.691067 -0.876499 0.2279 0.0828 -0.6624
H -0.464774 -0.285211 -2.123847 0.2407 0.1387 -0.0359
H -1.208249 3.271227 0.597464 -0.0291 -0.0728 -0.1000
H -0.911847 1.844928 0.070463 -0.3840 0.1671 0.0634
O -0.544811 2.558601 0.616531 0.2419 -0.0604 0.1393
```
Positions in Å, forces in eV/Å.

Values from the calculation:
* energy relative to the best compared isomer or geometry (same formula, charge and spin): 25.2 kJ/mol
* gap between HOMO and LUMO (alpha / beta): 2.8 / 9.7 eV
* charge: -1
* E_tot: -5755.605 eV
* 2S+1: 2
* HOMO level (alpha / beta): 1.462 / -5.372 eV

Mulliken atomic charge list, values in e, 4 entries:
1. C -1.868
2. C -0.814
3. N -1.628
4. H 0.554